Computed, not measured: a structure of composition C32H27Cl5N7NiO3S, with the ωB97M-V functional and the def2-TZVPD basis.

```
! RIJCOSX wB97M-V def2-TZVPD def2/J DEFGRID3
* xyz -1 1
Ni 0.578 0.780 -0.768
Cl 3.434 1.454 -2.387
Cl -1.703 2.774 -1.458
Cl 3.694 3.841 -4.365
Cl 1.250 5.701 -4.900
Cl -1.450 5.166 -3.436
S 1.051 2.126 1.067
O -2.318 -0.166 2.983
O -6.167 2.059 1.367
O -3.523 -0.344 -1.365
N 0.762 -0.523 3.940
N 0.359 -0.373 1.794
N -0.125 -0.613 0.503
N -2.843 -0.274 0.805
N 2.593 -1.029 -0.449
N 1.070 0.719 3.446
N -4.773 0.892 0.037
C 2.195 3.541 -3.559
C 4.499 -2.954 2.075
C -5.691 -1.051 2.939
C 0.394 -0.413 -2.226
C -0.531 -0.205 -3.256
C 4.985 -1.925 2.831
C -0.187 3.059 -2.266
C 0.147 -2.198 -4.418
C 0.835 0.841 2.137
C -3.756 2.329 3.043
C 3.386 -1.356 0.605
C -5.139 0.272 3.456
C -3.670 0.043 -0.222
C 1.166 -1.591 -2.306
C 1.046 -2.456 -3.403
C -2.893 3.150 2.092
C -0.240 -2.539 2.893
C 3.692 -2.690 0.945
C -0.664 -1.073 -4.327
C 2.095 -1.975 -1.210
C 3.141 -3.701 0.119
C 4.690 -0.588 2.483
C 2.365 -3.355 -0.942
C 1.108 4.376 -3.800
C -4.280 1.021 2.423
C -0.096 4.133 -3.146
C -5.162 1.380 1.244
C -3.075 0.144 2.059
C 0.872 2.192 -2.002
C 2.059 2.477 -2.670
C 0.293 -1.162 2.917
C 3.912 -0.305 1.396
H -1.194 -0.563 0.528
H 1.684 -3.329 -3.477
H -4.623 2.910 3.366
H -2.027 2.584 1.740
H -6.279 -1.554 3.709
H -4.507 0.100 4.329
H -1.185 0.657 -3.213
H 1.452 1.427 4.044
H -0.199 -2.955 3.896
H 3.334 -4.743 0.350
H 3.668 0.710 1.106
H -3.180 2.050 3.927
H -5.348 1.105 -0.765
H 0.343 -3.169 2.217
H -2.517 4.047 2.587
H -6.341 -0.899 2.074
H 0.176 -1.536 0.208
H 1.913 -4.119 -1.558
H -4.885 -1.724 2.640
H -5.956 0.934 3.747
H 4.722 -3.984 2.332
H -1.402 -0.869 -5.094
H 5.600 -2.130 3.699
H 5.088 0.219 3.086
H -1.277 -2.503 2.555
H 0.074 -2.868 -5.266
H -3.459 3.473 1.216
*
```

Properties
- LUMO: 2.087 eV
- Calculated total energy: -164691.495 eV
- Energy relative to the best compared isomer or geometry (same formula, charge and spin): 0.00 kcal/mol
- Kohn-Sham gap: 0.2769 Ha

Results of the Mulliken charge analysis, in e, for atoms 1 through 6: -0.50, -0.19, -0.06, -0.22, -0.22, -0.22